# 1
C4H6O2 | ωB97M-V with the def2-TZVPD basis set

Last column: Mulliken charge in e.
Element x y z (Å)
C (1.454, 0.240, -0.730)  -1.13
C (0.385, 0.715, 0.217)  0.67
O (0.129, 1.879, 0.428)  -0.54
C (-0.481, -0.391, 0.819)  -0.45
C (-1.642, -0.473, -0.152)  0.02
O (-1.686, -1.273, -1.055)  -0.46
H (0.993, -0.402, -1.492)  0.31
H (2.180, -0.376, -0.189)  0.33
H (1.951, 1.090, -1.199)  0.32
H (0.035, -1.354, 0.836)  0.30
H (-0.802, -0.090, 1.819)  0.30
H (-2.407, 0.321, -0.042)  0.34

Results
Structure (SMILES)   CC(=O)CC=O
Calculated total energy   -306.4780 a.u.
Lowest unoccupied orbital energy   0.524 eV
Orbital gap   0.385 hartree
HOMO level   -9.964 eV
2S+1   1

=====

# 2
C34H40HgN4O2P2 | ωB97M-V with the def2-TZVPD basis set

Last column: Mulliken charge in e.
Element x y z (Å)
Hg (0.181, 2.203, -4.460)  1.08
C (1.442, 3.550, -5.586)  -0.98
C (1.835, 4.312, -4.472)  -0.51
C (1.107, 5.406, -3.792)  -0.60
C (-0.396, 5.488, -4.211)  -1.39
C (-1.037, 4.134, -4.327)  0.20
C (-1.465, 3.476, -5.498)  -0.32
C (-0.825, 3.611, -6.834)  -0.66
C (0.627, 4.135, -6.757)  -0.94
C (-0.283, 0.291, -3.776)  -1.27
H (2.202, 2.811, -5.910)  0.79
H (2.896, 4.265, -4.204)  0.69
H (1.621, 6.363, -4.029)  0.40
H (1.193, 5.319, -2.684)  0.10
H (-0.988, 6.035, -3.446)  0.43
H (-0.461, 6.107, -5.118)  0.40
H (-1.556, 3.884, -3.393)  0.16
H (-2.463, 3.054, -5.446)  0.48
H (-1.398, 4.263, -7.503)  0.44
H (-0.793, 2.606, -7.284)  0.27
H (1.181, 3.813, -7.658)  0.32
H (0.670, 5.236, -6.675)  0.32
H (0.453, -0.401, -4.209)  0.40
H (-1.313, 0.042, -4.072)  0.43
H (-0.204, 0.311, -2.684)  0.07
P (-1.475, 2.077, -0.452)  -0.55
P (1.914, 1.751, 0.224)  -0.07
N (-2.886, 2.683, -1.474)  0.57
N (-2.250, 2.447, 1.012)  0.81
N (2.399, 1.487, -1.379)  0.86
N (3.387, 1.813, 1.009)  0.72
C (-0.264, 3.464, -0.605)  0.09
C (1.000, 3.291, 0.293)  -1.05
C (-3.366, 1.897, -2.527)  -0.43
C (-4.368, 2.577, -3.198)  -0.78
C (-4.533, 3.836, -2.544)  -0.62
C (-3.618, 3.874, -1.496)  -0.46
C (-3.148, 1.535, 1.600)  -0.61
C (-3.714, 2.150, 2.700)  -0.70
C (-3.180, 3.478, 2.783)  -0.73
C (-2.307, 3.647, 1.723)  -0.34
C (2.423, 0.347, -2.198)  -0.75
C (3.104, 0.640, -3.354)  -0.95
C (3.506, 2.000, -3.270)  -1.28
C (3.022, 2.529, -2.098)  -0.23
C (4.567, 2.397, 0.507)  -0.42
C (5.600, 2.153, 1.376)  -0.59
C (5.058, 1.468, 2.518)  -0.62
C (3.711, 1.280, 2.283)  -0.38
H (-0.760, 4.406, -0.321)  0.89
H (-0.008, 3.556, -1.681)  -0.92
H (1.716, 4.094, 0.046)  0.59
H (0.706, 3.424, 1.350)  0.47
H (-2.975, 0.906, -2.680)  0.50
H (-4.912, 2.219, -4.062)  0.51
H (-5.231, 4.615, -2.821)  0.43
H (-3.443, 4.650, -0.769)  0.41
H (-3.267, 0.552, 1.170)  0.47
H (-4.420, 1.704, 3.378)  0.45
H (-3.390, 4.231, 3.523)  0.47
H (-1.699, 4.489, 1.423)  0.44
H (1.963, -0.574, -1.902)  0.89
H (3.227, -0.059, -4.164)  0.45
H (4.025, 2.559, -4.026)  0.67
H (3.026, 3.546, -1.696)  0.60
H (4.582, 2.905, -0.437)  0.50
H (6.637, 2.438, 1.223)  0.43
H (5.628, 1.166, 3.398)  0.43
H (2.974, 0.822, 2.921)  0.36
O (2.025, -1.131, -0.047)  -0.88
C (1.478, -0.724, 0.965)  0.10
O (1.134, 0.622, 1.097)  0.07
C (1.246, -1.663, 2.057)  0.84
C (0.830, -1.269, 3.329)  -0.52
C (0.848, -2.205, 4.364)  -0.60
C (1.346, -3.499, 4.146)  -0.55
C (1.729, -3.900, 2.854)  -0.36
C (1.676, -2.981, 1.807)  -0.67
H (0.505, -0.243, 3.480)  0.35
H (0.491, -1.905, 5.353)  0.35
H (1.370, -4.219, 4.969)  0.33
H (2.088, -4.916, 2.661)  0.36
H (2.005, -3.252, 0.803)  0.34

Results
Calculated total energy   -2524.9386 a.u.
Lowest unoccupied orbital energy (spin up / spin down)   -0.132 / -0.151 eV
Orbital gap (spin up / spin down)   0.149 / 0.191 hartree
HOMO level (spin up / spin down)   -4.185 / -5.348 eV
2S+1   1

=====

# 3
C4H11N3 | ωB97M-V with the def2-TZVPD basis set

Last column: Mulliken charge in e.
Element x y z (Å)
N (0.213, 0.838, -2.736)  -0.61
C (0.826, 0.655, -1.509)  -0.24
C (0.133, 0.547, -0.344)  0.16
N (-1.304, 0.806, -0.365)  -0.65
C (0.800, 0.402, 0.976)  -0.60
C (0.307, -1.214, 1.457)  -0.47
N (-0.938, -1.252, 2.114)  -0.59
H (-0.637, 0.255, -2.881)  0.23
H (0.812, 0.683, -3.541)  0.27
H (2.005, 0.465, -1.613)  0.17
H (-1.623, 1.513, 0.299)  0.25
H (-1.253, 1.381, -1.173)  0.37
H (1.937, 0.263, 0.833)  0.27
H (0.362, 1.157, 1.745)  0.31
H (0.090, -1.849, 0.589)  0.34
H (1.131, -1.650, 1.964)  0.40
H (-1.166, -2.127, 2.548)  0.19
H (-1.696, -0.874, 1.635)  0.21

Results
Structure (SMILES)   N/C=C(\N)CCN
Calculated total energy   -323.1926 a.u.
Lowest unoccupied orbital energy   1.028 eV
Orbital gap   0.310 hartree
HOMO level   -7.407 eV
2S+1   1

=====

# 4
H26O13 | ωB97M-V with the def2-TZVPD basis set

Last column: Mulliken charge in e.
Element x y z (Å)
H (0.475, -0.852, 0.061)  0.26
H (-0.405, 0.354, 0.351)  0.29
H (-1.660, -0.961, 1.999)  0.28
H (-3.085, -0.946, 2.526)  0.33
H (-0.751, -4.661, 2.800)  0.30
H (-1.665, -3.798, 1.947)  0.27
H (-1.917, 1.255, -1.052)  0.24
H (-1.651, 2.431, -1.977)  0.35
H (4.373, -1.755, 2.084)  0.31
H (5.610, -0.927, 1.780)  0.33
H (0.873, 1.241, 0.840)  0.19
H (1.656, 1.621, -0.405)  0.39
H (1.760, 1.687, -3.004)  0.43
H (2.653, 2.900, -3.215)  0.29
H (0.017, 3.938, -0.657)  0.32
H (-1.475, 4.223, -0.685)  0.25
H (0.509, 3.892, 1.120)  0.32
H (-0.525, 2.927, 1.679)  0.29
H (2.578, -2.363, -0.270)  0.30
H (3.558, -1.555, -1.104)  0.33
H (1.182, -0.410, -1.852)  0.26
H (2.661, -0.067, -1.771)  0.30
H (-1.933, -3.065, -0.001)  0.31
H (-1.885, -3.986, -1.209)  0.31
H (-4.452, -1.178, -0.744)  0.30
H (-3.411, -0.353, -1.483)  0.29
O (-0.412, -0.505, -0.088)  -0.56
O (-2.168, -0.876, 2.814)  -0.61
O (-1.668, -4.379, 2.716)  -0.58
O (-2.347, 2.019, -1.453)  -0.64
O (5.320, -1.835, 1.923)  -0.63
O (1.309, 1.988, 0.415)  -0.46
O (1.781, 2.550, -3.433)  -0.63
O (-0.832, 3.566, -0.393)  -0.53
O (0.189, 3.515, 1.948)  -0.66
O (2.735, -2.051, -1.169)  -0.65
O (1.795, 0.331, -1.920)  -0.67
O (-1.968, -3.996, -0.249)  -0.63
O (-4.120, -0.278, -0.833)  -0.60

Results
Calculated total energy   -993.6216 a.u.
Lowest unoccupied orbital energy   -1.026 eV
Orbital gap   0.339 hartree
HOMO level   -10.238 eV
2S+1   1

=====

# 5
C2H6N2S | ωB97M-V with the def2-TZVPD basis set

Last column: Mulliken charge in e.
Element x y z (Å)
H (2.767, -0.364, 0.744)  0.21
N (1.878, -0.300, 0.229)  -0.62
C (1.200, 0.704, 0.605)  0.15
N (0.131, 1.112, -0.085)  -0.32
S (-0.546, 0.103, -1.483)  -0.03
C (-1.514, -1.017, -0.516)  -0.72
H (1.508, 1.426, 1.400)  0.32
H (-0.202, 2.032, 0.103)  0.21
H (-2.273, -0.428, 0.122)  0.24
H (-0.796, -1.580, 0.006)  0.26
H (-2.154, -1.688, -1.125)  0.31

Results
Structure (SMILES)   [H]/N=C/NSC
Calculated total energy   -587.4576 a.u.
Lowest unoccupied orbital energy   0.922 eV
Orbital gap   0.360 hartree
HOMO level   -8.884 eV
2S+1   1